Entry 1:
DFT (ωB97M-V/def2-TZVPD) results for a molecular structure, C28H52LaN2O2Si2 at a distorted geometry.

Calculated values
- Energy relative to the best compared isomer or geometry (same formula, charge and spin): 0.000 eV
- Total charge: +1
- HOMO-LUMO gap: 6.73 eV
- Energy: -53560.075 eV

Each line ends with the Löwdin charge.
Cartesian coordinates (Å):
C (2.12, 0.62, -2.60)  -0.25
H (2.79, 0.73, -8.09)  0.09
H (-4.73, -0.30, -2.49)  0.02
C (-0.09, 1.72, 4.91)  -0.05
H (-0.76, -0.82, -5.52)  0.07
N (0.02, -0.18, 1.72)  -0.10
H (0.09, 2.55, -4.12)  0.12
C (1.12, -3.47, 2.61)  0.00
H (4.25, 0.32, 1.09)  0.04
C (2.36, 0.78, -6.05)  -0.15
C (-1.89, -0.88, -3.68)  -0.22
H (0.99, -3.29, 3.67)  0.11
H (-5.37, -1.51, -1.34)  0.04
C (-0.76, -3.81, -3.13)  -0.06
H (1.18, 1.15, -2.20)  -0.03
H (4.92, -0.35, -3.04)  0.03
H (2.65, 0.93, 1.10)  0.01
La (-0.42, -0.77, -0.66)  1.81
H (0.87, -2.50, -2.68)  0.08
H (-0.72, 3.77, 5.13)  0.11
H (-5.01, 0.83, 1.36)  0.04
O (1.29, 1.12, -5.00)  -0.23
H (-1.89, 0.20, -3.55)  0.11
C (-0.08, 0.90, 2.62)  -0.28
C (4.87, -0.47, -1.95)  -0.20
H (-0.22, 2.22, -7.14)  0.06
H (-2.79, 2.10, -0.17)  0.04
H (-2.47, -0.71, -5.73)  0.09
C (0.13, 0.71, 3.98)  -0.03
H (-2.84, -1.26, -3.30)  0.11
C (4.18, 2.43, -1.36)  -0.19
H (0.08, 1.54, 5.97)  0.11
C (1.66, -4.64, 2.12)  -0.07
C (-4.12, 0.19, 1.43)  -0.17
H (3.98, 3.00, -0.44)  0.03
H (5.85, -0.22, -1.54)  0.03
H (1.25, 3.20, -5.35)  0.14
H (2.97, -0.77, 0.76)  0.00
H (5.26, 2.44, -1.53)  0.03
C (-2.63, 1.32, -0.92)  -0.22
H (1.03, 0.47, -7.75)  0.09
H (2.22, -5.70, 0.34)  0.11
H (-1.66, -3.80, -3.74)  0.08
C (-0.72, 3.22, 3.06)  -0.06
Si (3.55, 0.68, -1.30)  0.45
H (-1.01, -4.02, -2.07)  0.09
H (-1.31, 1.51, -5.93)  0.07
C (1.94, 1.04, -7.48)  -0.08
H (-5.79, 0.21, -1.15)  0.04
C (-0.46, 2.18, 2.14)  -0.02
H (1.97, -5.43, 2.80)  0.11
H (-1.56, 1.36, -1.18)  -0.04
H (-0.58, 2.33, 1.09)  0.08
H (-0.16, -4.64, -3.52)  0.10
C (0.73, -2.42, 1.72)  -0.34
C (3.30, 0.25, 0.54)  -0.18
H (-4.39, -0.73, 1.96)  0.04
C (1.82, -4.77, 0.74)  -0.07
Si (-3.54, -0.25, -0.30)  0.39
C (-4.99, -0.49, -1.44)  -0.18
C (-0.03, -2.53, -3.30)  -0.22
C (-2.42, -1.77, -0.29)  -0.48
H (-1.06, 4.19, 2.71)  0.11
H (1.75, 2.12, -7.63)  0.08
H (-3.34, 0.72, 2.00)  0.03
H (-1.76, -2.29, -5.31)  0.09
C (1.47, -3.75, -0.14)  -0.14
H (3.25, 1.34, -5.74)  0.13
C (-1.70, -1.20, -5.15)  -0.06
N (0.06, -1.36, 2.33)  0.09
H (1.84, -0.46, -2.81)  -0.02
H (-3.15, 1.64, -1.83)  0.04
H (-1.17, 3.27, -6.06)  0.10
C (-0.61, 2.33, -6.12)  -0.07
H (-2.77, -2.53, -0.98)  -0.01
H (1.61, -3.88, -1.21)  0.08
C (0.52, 2.39, -5.12)  -0.18
H (0.47, -0.28, 4.30)  0.11
C (-0.53, 2.97, 4.42)  -0.07
O (-0.90, -1.42, -2.79)  -0.44
H (0.24, -2.33, -4.33)  0.12
C (0.94, -2.56, 0.33)  -0.26
H (3.69, 2.93, -2.20)  0.02
H (1.86, 1.06, -3.93)  0.03
H (-2.42, -2.26, 0.71)  0.02
H (4.67, -1.53, -1.72)  0.03
H (2.56, -0.28, -5.88)  0.12

Entry 2:
DFT (ωB97M-V/def2-TZVPD) results for a molecular structure, C28H53B12Br6N6OV.

Calculated values
- Total charge: +3
- Multiplicity: 2
- HOMO-LUMO gap (alpha / beta): 5.05 / 4.70 eV
- Energy: -494929.013 eV

Each line ends with the Löwdin charge.
Cartesian coordinates (Å):
H (0.53, 0.47, -2.99)  0.06
C (-4.18, 2.39, 5.24)  0.07
B (-3.34, 2.31, 3.77)  -0.26
C (1.82, 2.26, 4.15)  0.04
H (-2.51, 3.10, 3.49)  0.16
H (5.10, -0.88, 1.97)  0.10
H (0.93, -0.31, -4.50)  0.11
C (1.07, -0.37, -3.42)  -0.05
H (-1.18, 5.19, 1.14)  0.09
B (-5.05, 2.78, 3.84)  -0.22
H (2.68, 1.87, -3.33)  0.09
B (-4.47, 1.58, 2.63)  -0.87
C (-2.43, -0.19, -2.88)  0.00
H (1.43, -1.06, 4.89)  0.09
H (-2.02, -3.99, -0.18)  0.07
C (2.87, -0.26, -1.64)  -0.13
C (-1.37, -4.72, 0.29)  0.00
C (4.15, -0.20, -1.13)  0.08
H (-6.63, 2.43, 5.84)  0.18
H (1.03, 5.10, -0.14)  0.10
H (-2.92, -1.85, 0.11)  0.04
Br (-5.30, -1.50, 2.02)  0.94
H (-2.80, 0.76, -2.49)  0.09
B (-3.24, 0.58, 3.42)  -0.81
Br (-3.34, -2.06, 5.26)  0.93
C (0.41, -3.23, 1.29)  -0.13
O (-0.89, -0.56, -0.93)  -0.21
N (2.76, -0.16, 0.59)  0.06
C (0.63, 4.36, -0.83)  -0.01
H (-0.39, 2.03, -1.70)  0.06
C (3.24, -1.55, -3.70)  -0.01
V (0.24, -0.26, 0.16)  1.05
H (1.63, -3.79, -1.21)  0.10
H (-1.88, 5.24, -0.46)  0.11
C (-0.54, 3.58, -0.19)  -0.53
N (1.23, -1.34, 2.20)  0.00
C (-2.12, -1.16, -1.78)  -0.26
H (-1.62, 3.24, -2.01)  0.12
H (2.00, -5.29, 0.76)  0.10
C (4.06, -0.14, 0.26)  -0.19
H (0.62, -1.31, -3.09)  0.08
H (-2.47, 4.06, 0.72)  0.04
B (-3.97, -0.33, 4.74)  -0.92
N (0.65, -1.88, 1.05)  -0.01
H (4.32, -1.53, -3.54)  0.09
Br (-4.42, 2.02, 0.73)  0.95
H (1.54, 3.15, 4.70)  0.11
H (2.88, -2.00, 4.48)  0.11
Br (-7.67, 1.51, 2.54)  1.07
B (-5.80, 1.92, 5.18)  -0.21
C (1.16, 2.25, 2.82)  -0.20
H (-1.64, -2.07, -2.13)  0.13
H (-2.03, 1.15, 5.69)  0.17
B (-5.72, 0.15, 4.83)  -0.87
C (0.72, -3.45, 2.62)  0.10
H (5.09, 0.88, 1.82)  0.11
C (1.78, -2.02, 4.51)  0.04
C (2.55, -0.31, -3.11)  -0.53
Br (-1.67, -0.23, 2.50)  1.02
C (0.95, -5.53, 0.63)  -0.03
H (0.26, 4.88, -1.71)  0.11
C (0.11, -4.30, 0.26)  -0.52
H (3.08, -1.57, -4.78)  0.11
C (-1.16, 2.65, -1.22)  -0.05
H (0.17, -4.53, -1.88)  0.11
C (0.54, -3.83, -1.13)  -0.03
B (-4.57, 0.91, 5.95)  -0.22
H (-1.47, -5.65, -0.27)  0.11
H (-1.93, 2.02, -0.77)  0.04
H (-3.24, -0.65, -3.45)  0.13
H (-4.57, 0.74, 7.11)  0.18
H (-3.72, -0.43, -0.54)  0.03
N (0.49, 1.50, 0.85)  -0.02
H (0.66, -4.40, 3.13)  0.15
H (2.94, 0.01, 2.87)  0.14
H (5.07, -0.20, -1.70)  0.15
C (1.24, -2.27, 3.15)  -0.21
H (0.15, -2.85, -1.39)  0.03
C (5.15, -0.06, 1.26)  0.03
H (2.93, 0.95, -4.82)  0.11
B (-3.04, 1.13, 5.09)  -0.25
B (2.13, -0.06, 2.01)  -0.48
H (6.12, -0.10, 0.76)  0.11
H (2.90, 2.25, 4.05)  0.11
H (1.44, 3.69, -1.13)  0.09
H (-1.72, -4.90, 1.30)  0.10
H (2.84, -2.47, -3.28)  0.09
H (-1.60, -0.02, -3.56)  0.08
N (1.20, 1.19, 2.01)  0.02
H (-3.96, -2.01, -1.30)  0.13
Br (-7.03, -1.05, 5.44)  1.15
C (0.06, 2.80, 0.95)  -0.15
H (0.28, 4.26, 2.58)  0.14
C (-1.58, 4.57, 0.34)  -0.02
C (3.13, 0.97, -3.75)  -0.01
H (0.86, -6.26, -0.17)  0.11
B (-6.03, 1.35, 3.47)  -0.88
H (4.21, 1.03, -3.61)  0.10
H (1.47, -2.80, 5.19)  0.11
C (0.46, 3.27, 2.18)  0.10
H (-3.93, 3.20, 5.91)  0.20
H (1.52, 1.38, 4.74)  0.09
H (0.59, -6.01, 1.54)  0.10
H (-5.37, 3.89, 3.59)  0.18
N (2.00, -0.23, -0.57)  0.02
C (-3.23, -1.36, -0.80)  -0.07
B (-4.87, -0.06, 3.21)  -0.95

Entry 3:
DFT (ωB97M-V/def2-TZVPD) results for 3 unconnected molecules or ions with the total composition C28H53Cl2N10O6P2S3 at a distorted geometry.

Calculated values
- Energy relative to the best compared isomer or geometry (same formula, charge and spin): 0.000 eV
- Total charge: +1
- HOMO-LUMO gap: 7.97 eV
- Energy: -133206.384 eV

Each line ends with the Löwdin charge.
Cartesian coordinates (Å):
H (-4.56, -0.10, 0.69)  0.11
N (-1.05, 2.53, -5.68)  0.07
C (-1.89, 2.67, -4.70)  -0.18
H (6.54, 3.28, -2.78)  0.10
H (4.41, -2.51, 0.36)  0.07
H (0.27, 4.89, 0.89)  0.09
S (-2.40, 5.93, -2.64)  0.75
S (6.20, -4.11, 0.47)  1.02
C (1.88, 3.66, 1.11)  -0.66
C (-0.21, 3.59, -5.65)  -0.14
O (-3.94, -3.81, 2.67)  -0.15
C (-3.05, 1.56, 1.42)  -0.14
H (2.08, -2.60, 0.89)  0.08
C (7.05, 2.58, -0.95)  -0.69
C (-2.57, 0.44, 0.48)  -0.18
C (-2.63, 3.49, -0.24)  -0.43
H (-4.48, -2.22, 0.65)  0.09
H (-1.15, -1.10, -0.85)  0.07
O (-4.47, -3.95, -1.21)  -0.30
H (4.66, -2.33, 2.73)  0.11
H (-3.80, 1.15, 2.11)  0.11
H (1.69, -0.51, 1.80)  0.09
H (0.08, -1.06, 4.15)  0.12
N (1.27, 4.83, 0.77)  0.16
P (-3.06, -3.14, -0.99)  0.69
C (6.57, -3.25, -1.01)  -0.71
C (-3.80, -0.39, -0.05)  -0.24
N (5.93, -2.28, -1.52)  0.05
H (-6.38, -1.77, 0.07)  0.05
C (4.31, -3.30, 2.35)  -0.26
H (1.86, 0.29, -1.81)  0.07
H (-0.19, 0.84, -1.15)  0.10
H (-0.08, 5.37, -4.32)  0.10
H (-7.53, -1.64, -1.24)  0.08
C (1.71, -0.02, -0.77)  -0.07
N (6.64, -1.93, -2.67)  0.05
C (7.61, -2.71, -2.76)  -0.19
H (1.76, 5.63, 0.41)  0.10
H (7.38, 0.51, -0.76)  0.08
H (-4.65, -4.38, -0.36)  0.07
H (-1.68, 2.97, -0.12)  0.06
O (7.64, -3.62, -1.74)  0.04
C (-5.63, -0.86, -1.80)  -0.27
C (-6.71, -1.12, -0.75)  -0.57
C (0.02, -1.25, 3.07)  -0.16
H (2.13, -1.18, 3.35)  0.11
C (-0.52, 4.45, -4.65)  -0.07
N (-4.74, -1.31, 2.97)  -0.11
H (3.69, 2.78, 1.18)  0.11
P (-3.50, -2.23, 2.82)  0.55
C (0.28, 0.36, -0.28)  -0.21
C (-2.53, -1.86, 1.30)  -0.29
O (7.02, 3.65, -0.37)  0.01
H (2.44, 0.47, -0.13)  0.06
H (-3.76, 0.19, -2.13)  0.07
H (0.60, 3.76, -6.35)  0.10
H (-4.95, 1.02, -1.13)  0.06
C (4.55, -3.48, 0.84)  -0.49
C (-0.57, -0.88, 0.06)  -0.14
S (-3.18, 3.17, -1.94)  0.90
H (-0.37, 0.76, 2.37)  0.11
C (-3.65, 2.79, 0.72)  -0.22
C (1.46, -1.32, 2.50)  -0.15
H (4.89, -4.06, 2.87)  0.10
H (-0.50, -2.22, 2.99)  0.08
N (6.77, 2.45, -2.28)  0.15
C (1.79, -2.73, 1.94)  -0.21
C (-4.50, 0.06, -1.34)  -0.21
H (-4.61, 2.62, 0.24)  0.09
N (3.22, 3.63, 0.93)  0.17
O (-2.59, -2.11, 4.12)  -0.12
H (3.76, -4.12, 0.45)  0.08
H (-5.58, -1.90, 2.95)  0.01
H (0.30, 1.12, 0.50)  0.07
H (-2.24, 1.94, 2.05)  0.12
H (-1.70, 0.01, 3.21)  0.11
H (3.76, 4.39, 0.57)  0.10
H (-3.00, -2.56, 4.88)  0.11
H (7.56, 1.47, 0.67)  0.10
Cl (-2.73, -2.31, -2.81)  0.40
H (6.79, 1.57, -2.77)  0.09
Cl (-7.40, 0.40, -0.11)  0.61
H (-3.84, 3.53, 1.50)  0.12
H (-1.89, -2.73, 1.09)  0.09
H (0.90, -3.36, 1.90)  0.10
N (-1.60, 3.84, -4.06)  -0.17
H (2.64, -4.58, 2.58)  0.11
H (1.86, -1.10, -0.75)  0.06
C (-1.63, -0.61, 1.18)  -0.33
N (-3.61, -1.86, 0.24)  -0.17
H (0.04, -1.76, 0.24)  0.10
H (-2.51, 4.55, -0.02)  0.06
O (1.26, 2.70, 1.54)  -0.01
H (-3.39, -4.30, 3.29)  0.09
N (7.35, 1.41, -0.31)  0.15
H (-2.68, 1.99, -4.45)  0.11
C (-2.32, 4.35, -2.97)  -1.03
C (-0.92, -0.18, 2.46)  -0.13
H (-5.31, -1.83, -2.19)  0.06
H (2.68, -3.34, 3.82)  0.12
H (-6.12, -0.36, -2.64)  0.12
C (2.85, -3.51, 2.75)  -0.21
H (-2.22, 0.90, -0.44)  0.10
H (8.38, -2.73, -3.51)  0.14

Entry 4:
DFT (ωB97M-V/def2-TZVPD) results for a molecular structure, C28H53MoNO2S2SbTe at a distorted geometry.

Calculated values
- Total charge: +3
- HOMO-LUMO gap (alpha / beta): 5.99 / 5.99 eV
- Energy: -72811.518 eV

Each line ends with the Löwdin charge.
Cartesian coordinates (Å):
H (1.64, 4.76, -3.85)  0.09
Mo (-0.78, 0.75, -1.18)  1.13
H (0.66, 2.59, 1.85)  0.05
C (1.83, -1.01, 2.22)  -0.64
H (1.36, 3.65, -5.18)  0.10
H (-1.87, 2.18, 1.40)  0.05
H (-4.46, -3.47, 0.30)  0.08
H (-2.87, 1.37, 2.63)  0.08
H (6.97, 2.96, -4.14)  0.10
H (-1.89, 0.95, 4.96)  0.08
C (4.89, 1.41, -2.92)  0.01
H (-1.22, -1.05, 5.30)  0.07
H (3.34, -1.95, 3.39)  0.11
H (-1.19, 2.55, 5.07)  0.11
C (0.38, 2.58, 2.91)  -0.09
H (6.31, 4.46, -3.49)  0.09
H (-3.66, -3.97, -2.61)  0.12
Sb (-0.27, -0.38, 2.43)  1.88
S (-2.75, -1.96, -0.46)  0.80
C (-4.08, 2.56, -2.97)  -0.20
C (0.65, 2.20, -0.89)  -0.29
H (-1.57, -3.29, 1.60)  0.03
C (-4.15, 0.05, -4.09)  -0.20
H (-1.22, -2.82, -2.14)  0.07
C (-3.62, -4.25, -1.56)  -0.23
H (-4.99, -2.59, -1.13)  0.07
C (2.28, -1.70, 3.50)  -0.09
C (3.66, 0.77, -2.90)  -0.32
H (-0.61, -3.10, -0.50)  0.05
H (-2.15, -4.93, -0.14)  0.11
H (3.42, -1.31, -3.41)  0.09
H (-0.26, -3.62, 2.77)  0.08
C (1.46, 3.72, -4.10)  -0.07
C (-1.01, 1.53, 4.70)  -0.09
H (-3.47, 3.42, -2.68)  0.07
H (1.76, -2.64, 3.67)  0.08
H (1.24, -2.86, 1.20)  0.07
H (0.51, 3.42, -3.67)  0.02
C (2.69, 0.22, 1.93)  -0.09
C (2.61, 2.87, -3.63)  -0.34
H (-1.92, -4.05, 3.15)  0.12
H (-1.62, -2.75, 5.30)  0.12
H (2.89, -2.32, 0.91)  0.11
C (-1.30, -3.30, 2.66)  -0.08
H (1.56, -1.49, 0.10)  0.05
H (5.78, 0.85, -2.65)  0.13
H (0.00, -2.26, 4.86)  0.07
H (0.05, 3.58, 3.17)  0.11
H (-3.21, -0.65, 3.85)  0.08
O (-2.30, 0.72, -2.37)  -0.85
H (-2.33, 3.03, 2.87)  0.11
C (2.52, 1.52, -3.24)  -0.51
H (6.93, 3.22, -2.40)  0.09
H (-3.37, -1.41, 2.25)  0.05
C (6.38, 3.39, -3.33)  -0.02
C (1.86, -1.97, 1.03)  -0.10
H (2.20, -1.07, 4.38)  0.10
H (2.74, 0.90, 2.78)  0.08
C (5.03, 2.75, -3.28)  -0.24
N (1.46, 2.99, -0.67)  0.25
H (-4.77, 2.86, -3.76)  0.09
C (-1.50, -3.12, -1.13)  -0.45
H (3.97, 4.49, -3.93)  0.13
C (-2.04, 2.05, 2.47)  -0.10
C (-2.18, -4.49, -1.14)  -0.23
H (2.34, 0.76, 1.05)  0.06
O (-0.51, 0.10, 0.44)  -0.73
C (-3.02, -1.55, 3.27)  -0.09
S (-2.99, 1.33, -3.66)  0.98
H (-4.61, 2.14, -2.12)  0.08
H (3.70, -0.13, 1.72)  0.11
H (4.55, -1.01, -2.10)  0.09
H (-4.73, 0.43, -4.94)  0.09
Te (0.66, 0.51, -3.37)  1.19
C (-1.56, -1.97, 3.33)  -0.62
C (3.88, 3.45, -3.62)  0.00
H (-0.15, 1.15, 5.25)  0.10
C (-0.77, 1.62, 3.20)  -0.64
H (1.26, 2.36, 3.50)  0.09
H (2.23, 3.63, -0.64)  0.15
H (-4.24, -5.14, -1.43)  0.13
C (-1.05, -1.98, 4.77)  -0.08
H (-1.66, -5.18, -1.81)  0.13
C (-4.15, -3.12, -0.69)  -0.41
H (-4.79, -0.17, -3.24)  0.08
H (-3.58, -0.82, -4.40)  0.08
H (2.82, -0.90, -1.81)  0.03
H (-3.61, -2.35, 3.73)  0.11
C (3.60, -0.69, -2.53)  -0.08

Question: Among the records above, which one has the lowest energy?
Answer: C28H53B12Br6N6OV

Question: What is the total charge in the third record?
Answer: +1

Question: Which value of energy does entry 2 give?
Answer: -494929.013 eV